Run 1
ORCA calculation (ωB97M-V with the def2-TZVPD basis set) on 2 unconnected molecules or ions with the total composition C18H24NO.

Each atom is followed by the atoms it is bonded to, with distances in Å.
CARTESIAN COORDINATES (ANGSTROEM)
1 C -3.735 0.110 2.301  C2 1.482, H10 1.096, H11 1.093, H12 1.097
2 C -2.308 0.437 2.070  C1 1.482, C3 1.365, H13 1.090
3 C -1.295 -0.475 2.141  C2 1.365, N4 1.361, H14 1.098
4 N 0.018 -0.168 2.321  C3 1.361, C5 1.467, C9 1.455
5 C 1.005 -1.249 2.236  N4 1.467, C6 1.527, H15 1.100, H16 1.108
6 C 2.378 -0.837 2.762  C5 1.527, O7 1.426, H17 1.107, H18 1.097
7 O 2.725 0.486 2.356  C6 1.426, C8 1.426
8 C 1.826 1.465 2.875  O7 1.426, C9 1.532, H19 1.108, H20 1.097
9 C 0.371 1.237 2.453  N4 1.455, C8 1.532, H21 1.109, H22 1.102
10 H -4.263 0.905 2.840  C1 1.096
11 H -4.267 -0.005 1.354  C1 1.093
12 H -3.852 -0.835 2.845  C1 1.097
13 H -2.074 1.488 1.903  C2 1.090
14 H -1.543 -1.544 2.102  C3 1.098
15 H 0.629 -2.106 2.815  C5 1.100
16 H 1.121 -1.569 1.182  C5 1.108
17 H 2.398 -0.945 3.864  C6 1.107
18 H 3.159 -1.464 2.315  C6 1.097
19 H 1.884 1.507 3.981  C8 1.108
20 H 2.189 2.408 2.448  C8 1.097
21 H 0.191 1.770 1.497  C9 1.109
22 H -0.282 1.693 3.213  C9 1.102
23 C -2.765 -1.099 -1.767  C24 1.575, C27 1.494, H34 1.098, H35 1.101
24 C -2.322 -2.593 -1.537  C23 1.575, C25 1.499, H36 1.098, H37 1.102
25 C -3.390 -3.137 -0.637  C24 1.499, C26 1.384, H38 1.088
26 C -4.285 -2.148 -0.265  C25 1.384, C27 1.417, H39 1.092
27 C -3.989 -0.932 -0.928  C23 1.494, C26 1.417, C28 1.433
28 C -4.833 0.226 -0.965  C27 1.433, C29 1.422, C33 1.422
29 C -6.144 0.180 -0.417  C28 1.422, C30 1.390, H40 1.090
30 C -6.932 1.323 -0.355  C29 1.390, C31 1.399, H41 1.090
31 C -6.441 2.548 -0.819  C30 1.399, C32 1.402, H42 1.091
32 C -5.177 2.601 -1.423  C31 1.402, C33 1.390, H43 1.091
33 C -4.383 1.463 -1.505  C28 1.422, C32 1.390, H44 1.092
34 H -1.960 -0.409 -1.479  C23 1.098
35 H -2.965 -0.902 -2.832  C23 1.101
36 H -2.238 -3.125 -2.494  C24 1.098
37 H -1.322 -2.626 -1.074  C24 1.102
38 H -3.430 -4.183 -0.341  C25 1.088
39 H -5.117 -2.276 0.430  C26 1.092
40 H -6.524 -0.770 -0.041  C29 1.090
41 H -7.932 1.260 0.075  C30 1.090
42 H -7.049 3.450 -0.735  C31 1.091
43 H -4.807 3.546 -1.825  C32 1.091
44 H -3.395 1.509 -1.968  C33 1.092

Values from the calculation:
- Kohn-Sham gap: 0.15790 hartree
- LUMO level: -5.610 eV
- Highest occupied orbital energy: -9.907 eV
- Charge: +1
- 2S+1: 1

***

Run 2
ORCA calculation (ωB97M-V with the def2-TZVPD basis set) on 2 unconnected molecules or ions with the total composition C18H24NO.

Each atom is followed by the atoms it is bonded to, with distances in Å.
CARTESIAN COORDINATES (ANGSTROEM)
1 C 4.588 -1.412 2.056  O2 1.448, H16 1.085, H17 1.097, H18 1.097
2 O 4.204 -0.023 2.192  C1 1.448, C3 1.364
3 C 2.873 0.273 2.143  O2 1.364, C4 1.415, C15 1.409
4 C 2.482 1.616 2.355  C3 1.415, C5 1.377, H19 1.095
5 C 1.155 1.934 2.539  C4 1.377, C6 1.429, H20 1.094
6 C 0.145 0.927 2.620  C5 1.429, C7 1.439, C14 1.411
7 C -1.157 1.253 3.140  C6 1.439, C8 1.462, H21 1.096
8 C -2.247 0.360 2.752  C7 1.462, C9 1.419, C13 1.438
9 C -3.447 0.961 2.290  C8 1.419, C10 1.395, H22 1.096
10 C -4.604 0.216 2.062  C9 1.395, C11 1.400, H23 1.095
11 C -4.630 -1.174 2.232  C10 1.400, C12 1.401, H24 1.091
12 C -3.478 -1.792 2.737  C11 1.401, C13 1.407, H25 1.100
13 C -2.310 -1.054 3.002  C8 1.438, C12 1.407, H26 1.102
14 C 0.541 -0.363 2.207  C6 1.411, C15 1.381, H27 1.077
15 C 1.862 -0.696 1.983  C3 1.409, C14 1.381, H28 1.093
16 H 5.671 -1.385 2.102  C1 1.085
17 H 4.185 -2.013 2.880  C1 1.097
18 H 4.261 -1.832 1.096  C1 1.097
19 H 3.314 2.324 2.432  C4 1.095
20 H 0.927 2.998 2.655  C5 1.094
21 H -1.399 2.318 3.053  C7 1.096
22 H -3.446 2.043 2.118  C9 1.096
23 H -5.515 0.731 1.741  C10 1.095
24 H -5.569 -1.727 2.183  C11 1.091
25 H -3.484 -2.875 2.928  C12 1.100
26 H -1.454 -1.572 3.467  C13 1.102
27 H -0.153 -1.174 2.062  C14 1.077
28 H 2.133 -1.735 1.779  C15 1.093
29 C 0.622 2.874 6.750  C30 1.526, H34 1.098, H35 1.095, H36 1.103
30 C 0.153 2.101 5.520  C29 1.526, N31 1.499, H37 1.100, H38 1.100
31 N -1.282 1.832 5.180  C30 1.499, C32 1.504, H39 1.060
32 C -1.766 0.490 5.655  N31 1.504, C33 1.546, H40 1.104, H41 1.111
33 C -2.344 0.180 7.055  C32 1.546, H42 1.120, H43 1.115, H44 1.114
34 H 1.519 3.398 6.394  C29 1.098
35 H -0.089 3.640 7.079  C29 1.095
36 H 0.929 2.257 7.611  C29 1.103
37 H 0.478 2.607 4.599  C30 1.100
38 H 0.609 1.100 5.504  C30 1.100
39 H -1.956 2.621 5.391  N31 1.060
40 H -2.567 0.235 4.939  C32 1.104
41 H -0.904 -0.186 5.475  C32 1.111
42 H -3.003 -0.707 6.877  C33 1.120
43 H -1.519 -0.109 7.747  C33 1.115
44 H -2.944 1.017 7.480  C33 1.114

Values from the calculation:
- Kohn-Sham gap: 0.26885 hartree
- LUMO level: -4.392 eV
- Highest occupied orbital energy: -11.708 eV
- Charge: +1
- 2S+1: 1

***

If you had to name the least stable structure above, which would it be? It would be run 1.